(one)
ORCA calculation (ωB97M-V/def2-TZVPD) on a cluster of 2 separate species, C4H10NO in total.

Last column: Mulliken charge in e.
Cartesian coordinates (Å):
C 2.945 1.213 -0.931  -0.783
C -1.842 0.565 0.807  -0.231
N -2.676 0.286 -0.192  -0.647
C -1.127 -0.423 -0.242  -0.417
C 0.207 -0.872 0.698  -0.546
O 1.248 -1.063 -0.051  -0.758
H 1.880 1.053 -1.030  0.054
H 3.152 2.115 -0.353  0.242
H 3.155 0.298 -0.371  0.244
H -2.086 0.174 1.812  0.228
H -1.462 1.606 0.861  0.267
H 3.461 1.195 -1.880  0.256
H -0.670 0.094 -1.067  0.210
H -1.461 -1.397 -0.550  0.307
H 0.383 -0.083 1.465  0.240
H -0.154 -1.756 1.264  0.332

As for the HOMO energy: -3.00 eV. Its LUMO energy is 4.30 eV. For the orbital gap, the calculation gives 7.3 eV. Its charge is -1.

(two)
ORCA calculation (ωB97M-V/def2-TZVPD) on the ion C4H10NO with charge -1.

Last column: Mulliken charge in e.
Cartesian coordinates (Å):
C 1.737 0.200 -0.881  -1.022
C 1.147 -0.104 0.683  -0.478
N -0.001 0.754 1.023  -0.537
C -1.301 -0.080 0.925  -0.842
C -1.557 -0.508 -0.688  -0.374
O -1.053 0.413 -1.521  -0.894
H 2.330 -0.592 -1.127  0.387
H 0.863 0.374 -1.580  0.297
H 2.191 1.229 -0.877  0.293
H 1.999 0.157 1.356  0.290
H 0.836 -1.109 0.836  0.332
H -0.180 1.459 0.356  0.304
H -1.293 -0.727 1.800  0.412
H -2.176 0.641 1.126  0.290
H -2.587 -0.622 -0.622  0.431
H -0.955 -1.484 -0.809  0.112

As for the HOMO energy: -2.61 eV. Its LUMO energy is 4.55 eV. For the orbital gap, the calculation gives 7.2 eV. Its SMILES is CCNCC[O-]. Its charge is -1.

Which one sits at the top of the stability order? (two) does.

(one)
ORCA calculation (ωB97M-V/def2-TZVPD) on the molecule C6H14.

Last column: Mulliken charge in e.
Cartesian coordinates (Å):
C 0.148 2.330 -0.774  -0.888
C 0.432 1.019 -1.399  -0.375
C 0.894 -0.184 -0.477  -0.931
C -0.122 -0.537 0.699  0.695
C 0.516 -1.577 1.734  -1.258
C -1.572 -0.927 0.136  -1.291
H -0.518 2.785 -1.520  0.301
H 1.184 2.934 -0.737  0.245
H -0.274 2.317 0.374  0.212
H -0.541 0.580 -1.877  0.226
H 1.215 0.899 -2.151  0.362
H 0.845 -1.087 -1.080  0.347
H 2.002 -0.132 -0.312  0.386
H -0.289 0.384 1.314  0.094
H 1.528 -1.262 2.269  0.304
H -0.204 -1.590 2.655  0.330
H 0.595 -2.628 1.242  0.272
H -2.159 -0.213 -0.334  0.406
H -2.227 -1.399 0.982  0.307
H -1.452 -1.714 -0.744  0.257

As for the HOMO energy: -10.39 eV. Its LUMO energy is 1.14 eV. For the orbital gap, the calculation gives 11.5 eV. Its SMILES is CCCC(C)C. Its charge is 0.

(two)
ORCA calculation (ωB97M-V/def2-TZVPD) on the molecule C6H14.

Last column: Mulliken charge in e.
Cartesian coordinates (Å):
C 2.578 0.104 -0.122  -1.364
C 1.296 -0.726 -0.021  -0.552
C -0.005 0.042 0.288  0.707
C -0.085 1.414 -0.383  -1.594
C -1.211 -0.835 -0.088  -0.615
C -2.553 -0.327 0.436  -1.219
H 2.744 0.726 0.765  0.329
H 3.446 -0.557 -0.229  0.390
H 2.566 0.765 -0.996  0.330
H 1.169 -1.283 -0.960  0.310
H 1.425 -1.484 0.764  0.334
H -0.040 0.212 1.376  0.167
H -1.004 1.935 -0.093  0.428
H 0.751 2.057 -0.091  0.390
H -0.077 1.328 -1.477  0.313
H -1.041 -1.853 0.291  0.354
H -1.250 -0.924 -1.184  0.322
H -2.827 0.637 -0.009  0.301
H -3.357 -1.035 0.207  0.360
H -2.522 -0.196 1.525  0.309

As for the HOMO energy: -10.94 eV. Its LUMO energy is 1.22 eV. For the orbital gap, the calculation gives 12.2 eV. Its SMILES is CCC(C)CC. Its charge is 0.

Which one sits at the top of the stability order? (two) does.

(one)
ORCA calculation (ωB97M-V/def2-TZVPD) on a cluster of 2 separate species, C6H14 in total.

Last column: Mulliken charge in e.
Cartesian coordinates (Å):
C 2.296 -1.312 0.289  -1.171
C 2.089 0.202 0.158  -0.174
C 1.400 0.811 1.390  -0.945
H 2.927 -1.563 1.147  0.356
H 2.708 -1.711 -0.631  0.348
H 1.336 -1.823 0.414  0.248
H 1.547 0.295 -0.779  0.248
H 3.070 0.658 0.019  0.288
H 1.747 1.838 1.471  0.303
H 0.315 0.780 1.324  0.175
H 1.712 0.235 2.253  0.325
C -2.735 1.245 -0.846  -1.096
C -2.287 -0.129 -1.242  0.193
C -1.967 -1.100 -0.393  -0.803
H -3.122 1.249 0.173  0.309
H -1.889 1.932 -0.778  0.246
H -3.499 1.579 -1.541  0.350
H -2.125 -0.335 -2.296  0.310
H -1.665 -2.071 -0.766  0.279
H -1.857 -0.780 0.634  0.211

As for the HOMO energy: -9.61 eV. Its LUMO energy is 1.15 eV. For the orbital gap, the calculation gives 10.8 eV. Its SMILES is C=CC.CCC. Its charge is 0.

(two)
ORCA calculation (ωB97M-V/def2-TZVPD) on a cluster of 2 separate species, C6H14 in total.

Last column: Mulliken charge in e.
Cartesian coordinates (Å):
C 2.593 0.013 -0.344  -1.258
C 1.256 -0.688 -0.369  -0.106
C 0.061 -0.090 -0.426  0.524
C -0.080 1.408 -0.462  -1.305
C -1.213 -0.912 -0.488  -0.446
C -2.404 -0.376 0.314  -1.211
H 2.741 0.576 0.588  0.294
H 3.409 -0.711 -0.419  0.330
H 2.706 0.721 -1.172  0.339
H 1.278 -1.777 -0.316  0.279
H 0.495 -0.126 2.038  -0.229
H 0.179 0.230 2.612  0.230
H -0.820 1.744 0.274  0.367
H 0.867 1.903 -0.231  0.350
H -0.417 1.753 -1.449  0.293
H -0.982 -1.930 -0.151  0.303
H -1.521 -0.999 -1.540  0.283
H -2.764 0.580 -0.085  0.300
H -3.235 -1.087 0.256  0.381
H -2.151 -0.232 1.371  0.281

As for the HOMO energy: -8.79 eV. Its LUMO energy is 1.18 eV. For the orbital gap, the calculation gives 10.0 eV. Its SMILES is C/C=C(\C)CC.[H][H]. Its charge is 0.

Which one sits at the top of the stability order? (one) does.

(one)
ORCA calculation (ωB97M-V/def2-TZVPD) on a structure of composition C29H25F5N13OSTi.

Last column: Mulliken charge in e.
Cartesian coordinates (Å):
Ti -0.298 0.592 -0.261  0.436
C 2.223 2.479 -0.365  -1.541
N 1.036 2.214 0.491  0.120
C 1.423 1.844 1.897  -1.056
C 1.055 0.453 2.326  0.133
N 0.288 -0.411 1.626  1.519
C 0.339 -1.653 2.371  -1.242
C -0.198 -2.918 2.185  0.709
C 0.037 -3.924 3.120  -0.939
C 0.844 -3.701 4.252  -0.576
C 1.436 -2.437 4.453  -1.150
C 1.147 -1.457 3.502  0.643
N 1.553 -0.097 3.438  -0.067
C 2.697 1.153 -0.909  0.256
N 2.109 0.023 -0.553  0.880
C 2.932 -1.015 -1.065  0.151
C 2.992 -2.357 -0.735  -0.308
C 4.076 -3.118 -1.221  -0.977
C 5.007 -2.591 -2.127  -0.588
C 4.980 -1.208 -2.427  -1.002
C 4.017 -0.440 -1.796  0.279
N 3.792 0.975 -1.694  -0.144
H 3.027 2.949 0.238  0.640
H 2.000 3.139 -1.217  0.466
H 0.409 3.029 0.468  0.375
H 0.909 2.505 2.635  0.466
H 2.532 1.988 2.015  0.496
H -0.880 -3.032 1.359  0.287
H -0.438 -4.900 3.007  0.484
H 1.095 -4.462 4.943  0.502
H 2.155 -2.240 5.226  0.490
H 2.143 0.368 4.111  0.282
H 2.145 -2.855 -0.232  0.462
H 4.155 -4.132 -0.894  0.496
H 5.722 -3.222 -2.641  0.463
H 5.708 -0.790 -3.110  0.484
H 4.501 1.682 -1.917  0.338
N -2.706 -0.493 2.885  -0.669
N -3.574 -1.413 2.344  -0.081
C -3.721 -1.576 0.997  0.667
N -4.843 -2.248 0.645  -0.446
S -2.530 -1.157 -0.097  -0.137
H -2.752 0.376 2.312  0.210
H -1.776 -0.891 2.772  0.234
H -4.308 -1.716 2.989  0.264
H -5.622 -2.352 1.281  0.234
H -4.991 -2.387 -0.347  0.237
N -0.626 2.618 -4.026  0.173
C -0.725 2.640 -2.710  -0.729
N -0.496 1.427 -2.223  0.785
C -0.233 0.663 -3.359  0.056
N -0.297 1.339 -4.482  -0.644
C 0.132 -0.741 -3.209  0.245
C 0.809 -1.418 -4.208  -0.664
N 0.966 -2.718 -4.140  -0.447
C 0.540 -3.374 -3.069  -0.673
C -0.032 -2.647 -2.006  -0.122
N -0.138 -1.310 -2.027  0.592
H -0.708 3.417 -4.652  0.240
H -1.004 3.503 -2.119  0.642
H 1.174 -0.927 -5.089  0.517
H 0.634 -4.447 -3.097  0.436
H -0.270 -3.112 -1.068  0.246
F -5.237 5.948 0.501  -0.230
C -4.392 4.899 0.386  0.607
C -3.098 5.148 -0.111  0.186
F -2.727 6.387 -0.520  -0.235
C -2.206 4.095 -0.028  -0.082
F -0.852 4.426 -0.193  -0.474
C -2.557 2.787 0.383  0.071
O -1.623 1.795 0.300  0.219
C -3.842 2.604 0.848  -0.001
F -4.235 1.404 1.407  -0.283
C -4.773 3.611 0.882  0.024
F -6.034 3.403 1.351  -0.235

As for the HOMO energy (alpha / beta): -16.48 / -16.48 eV. Its LUMO energy (alpha / beta) is -10.77 / -10.77 eV. For the orbital gap (alpha / beta), the calculation gives 5.7 / 5.7 eV. Its charge is +3.

(two)
ORCA calculation (ωB97M-V/def2-TZVPD) on a structure of composition C29H25F5N13OSTi.

Last column: Mulliken charge in e.
Cartesian coordinates (Å):
Ti 0.076 -0.022 -0.453  -0.212
C 2.723 -0.432 -1.933  -1.243
N 1.719 -1.328 -1.305  0.358
C 2.213 -2.357 -0.365  -1.072
C 1.837 -1.939 1.031  0.270
N 1.039 -0.965 1.322  1.072
C 0.930 -0.911 2.771  -0.043
C -0.027 -0.320 3.583  -0.341
C -0.200 -0.862 4.875  -0.904
C 0.674 -1.798 5.394  -0.712
C 1.725 -2.313 4.591  -0.729
C 1.807 -1.913 3.245  0.431
N 2.313 -2.619 2.119  -0.097
C 2.780 0.841 -1.134  0.382
N 1.778 1.252 -0.368  1.006
C 2.166 2.525 0.152  -0.203
C 1.806 3.095 1.339  -0.223
C 2.720 4.072 1.812  -0.777
C 3.637 4.698 0.991  -0.450
C 4.002 4.152 -0.238  -0.834
C 3.380 2.958 -0.584  0.288
N 3.697 1.821 -1.405  -0.084
H 3.712 -0.781 -1.917  0.681
H 2.520 -0.197 -2.995  0.437
H 1.113 -1.745 -2.079  0.183
H 1.724 -3.319 -0.568  0.393
H 3.325 -2.473 -0.479  0.566
H -0.605 0.589 3.280  0.381
H -0.900 -0.395 5.542  0.462
H 0.453 -2.154 6.399  0.437
H 2.511 -2.924 4.940  0.468
H 3.034 -3.305 2.192  0.295
H 0.992 2.689 1.979  0.384
H 2.801 4.339 2.871  0.396
H 4.295 5.465 1.370  0.385
H 4.798 4.531 -0.861  0.446
H 4.495 1.667 -2.009  0.286
N -0.798 0.555 -2.401  0.163
N -2.063 1.111 -2.429  -0.298
C -2.365 2.214 -3.176  0.521
N -3.680 2.356 -3.340  -0.397
S -1.141 3.012 -4.046  -0.311
H -0.214 1.308 -2.868  0.138
H -0.720 -0.273 -2.947  0.230
H -2.682 0.736 -1.682  0.206
H -4.395 2.038 -2.703  0.190
H -3.941 2.916 -4.139  0.240
N -2.220 -3.314 0.708  0.018
C -1.795 -2.039 0.628  -0.652
N -1.178 -1.815 -0.540  0.850
C -1.347 -3.092 -1.177  0.376
N -2.010 -3.957 -0.460  -0.586
C -0.892 -3.434 -2.503  0.066
C -1.356 -4.682 -2.969  -0.413
N -1.211 -5.035 -4.250  -0.438
C -0.477 -4.262 -4.987  -0.302
C 0.190 -3.112 -4.459  -0.402
N -0.011 -2.676 -3.208  -0.510
H -2.711 -3.798 1.513  0.316
H -1.769 -1.295 1.383  0.450
H -1.910 -5.355 -2.276  0.482
H -0.325 -4.548 -6.066  0.376
H 0.668 -2.420 -5.123  0.440
F -4.713 4.303 2.763  -0.222
C -3.906 3.363 2.278  0.472
C -2.767 3.747 1.696  -0.166
F -2.708 5.085 1.407  -0.274
C -1.967 2.886 0.970  0.131
F -1.271 3.334 -0.058  -0.313
C -2.057 1.492 1.184  0.022
O -1.376 0.625 0.466  0.771
C -3.209 1.079 1.928  0.026
F -3.529 -0.234 2.148  -0.341
C -4.107 1.986 2.420  0.307
F -5.097 1.573 3.213  -0.251

As for the HOMO energy (alpha / beta): -16.16 / -16.16 eV. Its LUMO energy (alpha / beta) is -10.70 / -10.70 eV. For the orbital gap (alpha / beta), the calculation gives 5.5 / 5.5 eV. Its charge is +3.

Which one sits at the top of the stability order? (one) does.